Entry from OMol25: a cluster of 2 separate species, C7H12IN3O in total in a non-equilibrium geometry (the ωB97M-V functional and the def2-TZVPD basis).

Results
Gap between HOMO and LUMO, Ha: 0.335
Strongest force on any atom, eV Å⁻¹: 4.65
HOMO energy, Ha: -0.351
Energy, Ha: -810.948160
Relative energy (zero: lowest compared OMol25 entry of this formula, charge and spin), kcal/mol: 74.4

```
! RIJCOSX wB97M-V def2-TZVPD def2/J DEFGRID3
* xyz 0 1
C 1.47 -1.34 -0.03
C 2.39 1.32 2.87
C 0.00 -2.36 -1.90
C -0.77 -2.45 0.51
C -0.52 -0.24 -0.92
C -0.92 3.79 0.66
C 0.08 -1.68 -0.56
N 1.64 2.15 2.42
N 0.37 3.20 0.90
N 0.52 2.69 2.03
O 1.78 -1.47 1.09
I 2.70 -0.14 -1.32
H 0.66 -1.79 -2.59
H -0.93 -2.52 -2.37
H 0.53 -3.36 -1.89
H -1.67 -2.91 0.05
H -0.12 -3.26 0.92
H -1.04 -1.84 1.38
H -1.70 -0.29 -0.69
H -0.40 -0.03 -1.96
H -0.22 0.65 -0.40
H -1.61 4.04 1.61
H -1.39 3.14 0.01
H -0.83 4.68 0.16
*
```

Entry from OMol25: the molecule C7H12N2 in a non-equilibrium geometry (the ωB97M-V functional and the def2-TZVPD basis).

Results
Gap between HOMO and LUMO (spin up / spin down), Ha: 0.270 / 0.265
Strongest force on any atom, eV Å⁻¹: 2.21
HOMO energy (spin up / spin down), Ha: -0.279 / -0.275
Energy, Ha: -383.280511
Relative energy (zero: lowest compared OMol25 entry of this formula, charge and spin), kcal/mol: 89.5

```
! RIJCOSX wB97M-V def2-TZVPD def2/J DEFGRID3
* xyz 0 1
C 0.88 0.88 0.76
C -1.38 0.21 0.86
C 1.82 2.07 0.70
C -1.20 -1.17 -1.74
N -0.51 1.26 0.79
C -0.46 -1.14 -0.42
C -0.24 -2.28 0.26
C 0.97 -0.05 -0.50
N 1.64 -0.02 -1.48
H -0.73 1.93 0.06
H 1.08 0.26 1.64
H -2.39 0.41 0.51
H -1.29 -0.40 1.74
H 1.70 2.70 1.58
H 1.63 2.66 -0.20
H 2.85 1.72 0.64
H -0.62 -1.70 -2.49
H -2.17 -1.66 -1.63
H -1.36 -0.16 -2.13
H 0.29 -2.29 1.20
H -0.52 -3.24 -0.15
*
```

Entry from OMol25: a structure of composition C7H12N2 in a non-equilibrium geometry (the ωB97M-V functional and the def2-TZVPD basis).

Results
Gap between HOMO and LUMO, Ha: 0.325
Strongest force on any atom, eV Å⁻¹: 6.12
HOMO energy, Ha: -0.294
Energy, Ha: -383.155146
Relative energy (zero: lowest compared OMol25 entry of this formula, charge and spin), kcal/mol: 168.2

```
! RIJCOSX wB97M-V def2-TZVPD def2/J DEFGRID3
* xyz 0 1
C 1.68 2.02 -0.09
C -1.27 0.13 -0.12
C -2.63 0.64 0.31
C -0.86 -1.16 -0.60
C 0.47 -1.71 -0.32
C 1.21 -1.38 0.91
C 1.50 -0.61 -0.24
H 0.88 2.81 0.01
H 2.00 2.29 0.95
H 2.58 2.00 -0.67
H -2.46 1.57 1.18
H -3.37 1.34 -0.81
H -3.47 -0.44 0.61
H -0.98 -1.23 -1.62
H -1.57 -2.05 -0.31
H 0.75 -2.54 -0.94
H 1.85 -2.20 1.55
H 0.59 -0.56 1.49
H 2.40 -0.78 -0.67
N 1.06 0.80 -0.50
N -0.35 1.07 -0.09
*
```

Entry from OMol25: the molecule C7H12N2 in a non-equilibrium geometry (the ωB97M-V functional and the def2-TZVPD basis).

Results
Gap between HOMO and LUMO, Ha: 0.350
Strongest force on any atom, eV Å⁻¹: 4.29
HOMO energy, Ha: -0.317
Energy, Ha: -383.352549
Structure (SMILES): C[C@@]12N[C@H]3C[C@@H]1[C@]2(N)C3
Relative energy (zero: lowest compared OMol25 entry of this formula, charge and spin), kcal/mol: 44.3

```
! RIJCOSX wB97M-V def2-TZVPD def2/J DEFGRID3
* xyz 0 1
C 1.91 -1.42 -0.02
C 0.59 -0.67 -0.01
C -1.56 -0.35 -0.45
C -1.49 -0.22 1.03
C -0.04 0.11 1.15
C 0.32 0.87 -0.14
C -1.03 0.96 -0.89
H 2.44 -1.56 -0.99
H 1.54 -2.41 0.37
H 2.65 -0.99 0.60
H -0.39 -1.58 -1.58
H -2.54 -0.64 -0.75
H -1.83 -1.19 1.63
H -2.07 0.60 1.43
H 0.55 0.63 2.01
H 1.84 1.95 -0.84
H 0.81 2.78 0.33
H -0.73 0.99 -1.89
H -1.75 1.75 -0.47
N -0.52 -1.49 -0.52
N 1.30 1.86 0.01
*
```